A cluster of 4 separate species, C5H20NO4S in total at a distorted geometry. Source: the Open Molecules 2025 dataset; level of theory: wB97M-V/def2-TZVPD.

The calculation puts the LUMO energy at -0.1062 Ha. As for the net charge: +1.

Last column: Mulliken charge in e.
Geometry (Å):
C1 1.74559 -0.77282 -1.36130  -0.600
O1 2.61671 0.32073 -1.61803  -0.610
C2 0.37782 -0.07908 -1.02180  1.117
C3 -0.69651 -1.06943 -1.49045  -0.729
C4 -2.06856 -0.47610 -1.20416  -0.954
S1 -2.69677 -0.51381 0.53506  -0.069
C5 -2.24449 1.02866 1.27122  -0.669
N1 0.35110 1.31063 -1.70219  -0.299
H1 1.65914 -1.39936 -2.33377  0.381
H2 1.98930 -1.41163 -0.42003  0.273
H3 3.12248 0.59516 -0.71818  0.343
H4 0.23900 -0.00994 0.11436  -0.695
H5 -0.57372 -1.98295 -0.87652  0.250
H6 -0.52511 -1.44901 -2.55985  0.486
H7 -2.35809 0.44320 -1.72086  0.504
H8 -2.68998 -1.17197 -1.88459  0.321
H9 -2.13050 1.09177 2.39495  0.307
H10 -3.00487 1.79221 0.92232  0.361
H11 -1.31816 1.58698 0.99808  0.174
H12 0.89104 1.32724 -2.65635  0.387
H13 0.86697 1.97371 -0.96588  0.423
H14 -0.57240 1.77927 -1.76604  0.397
H15 2.44071 1.74784 1.09129  0.330
H16 1.17053 1.06613 1.30311  0.272
O2 1.53879 1.66998 0.63138  -0.613
H17 0.32403 0.42130 3.64592  0.306
H18 0.59745 -0.74909 2.69552  0.340
O3 0.64645 0.23803 2.71418  -0.656
H19 -0.46247 -2.27134 1.43677  0.287
H20 0.38800 -2.73181 2.69259  0.306
O4 0.37651 -2.30447 1.85325  -0.669

Cartesian forces (eV/Å) of the 6 atoms listed first:
C -0.5637 0.5119 0.7622
O 3.0643 0.0740 2.8904
C -0.0373 -2.1807 0.0387
C 0.4588 0.9030 -0.1233
C -1.9848 -1.9281 -1.8518
S 0.6647 -1.2848 -0.7149



A structure of composition C15H28LuNO at a distorted geometry. Source: the Open Molecules 2025 dataset; level of theory: wB97M-V/def2-TZVPD.

The calculation puts the LUMO energy (alpha / beta) at -0.3242 / -0.3242 Ha. As for the net charge: +2.

Last column: Mulliken charge in e.
Geometry (Å):
C1 1.37847 1.98967 -0.68606  -0.371
H1 2.30797 2.45753 -0.37781  0.656
H2 1.50596 1.52981 -1.66983  0.193
H3 1.58494 0.70643 0.40467  0.109
C2 0.21049 2.95775 -0.58106  -0.207
H4 -0.78067 2.50958 -0.83484  0.307
H5 0.12542 3.30417 0.46297  0.441
C3 0.38826 4.12959 -1.53371  -1.417
H6 -0.49625 4.74966 -1.53266  0.408
H7 1.25863 4.71730 -1.24579  0.411
H8 0.55199 3.77073 -2.55343  0.373
C4 -1.05726 -1.67302 0.06269  0.594
C5 -1.72280 -0.93205 -0.95866  0.426
C6 -0.75702 -0.60111 -1.95876  0.645
C7 0.51004 -1.12032 -1.54046  0.270
C8 0.33210 -1.75556 -0.27548  0.544
C9 1.35840 -2.49983 0.50168  -1.451
C10 1.75284 -1.13411 -2.35942  -1.472
C11 -1.03479 0.08108 -3.25110  -1.441
C12 -3.17454 -0.62697 -0.98844  -1.664
C13 -1.71144 -2.32326 1.22410  -1.413
Lu1 -0.08424 0.70196 0.11197  1.046
H9 2.63254 -1.37065 -1.74974  0.373
H10 1.68651 -1.89905 -3.14913  0.360
H11 1.93536 -0.17649 -2.86520  0.312
H12 2.37065 -2.28669 0.13728  0.317
H13 1.33110 -2.24594 1.57111  0.127
H14 1.20065 -3.58635 0.42217  0.367
H15 -2.64340 -1.81360 1.49859  0.326
H16 -1.97135 -3.37275 1.00793  0.319
H17 -1.06512 -2.33220 2.11291  0.290
H18 -3.39290 0.24511 -1.61667  0.383
H19 -3.76364 -1.46805 -1.38573  0.350
H20 -3.56013 -0.41204 0.01657  0.391
H21 -0.24515 0.80164 -3.51888  0.291
H22 -1.09916 -0.64020 -4.08267  0.338
H23 -1.98661 0.62529 -3.21919  0.365
C14 1.78171 -0.18234 3.87665  -1.116
C15 0.43884 0.03991 3.32891  0.819
N1 -0.62514 -0.13724 4.13607  -0.308
O1 0.20125 0.40043 2.12942  -0.768
H24 1.73807 -0.30804 4.96649  0.437
H25 2.42046 0.67477 3.63603  0.316
H26 2.21695 -1.09277 3.43972  0.261
H27 -1.54936 0.00060 3.77522  0.222
H28 -0.49863 -0.40238 5.11155  0.240

Cartesian forces (eV/Å) of the 6 atoms listed first:
C 4.4067 0.2608 0.6190
H 0.0171 0.2379 -0.3671
H -0.0155 -0.4502 0.1968
H 3.8469 2.7577 -2.1089
C -0.8109 0.1976 0.9889
H 0.1138 0.1762 -0.3075



An isolated molecule of C4H5FN2 at a distorted geometry. Source: the Open Molecules 2025 dataset; level of theory: wB97M-V/def2-TZVPD.

The calculation puts the LUMO energy at 0.0165 Ha. As for the SMILES: C=N/N=C\C(=C)F. As for the net charge: 0.

Last column: Mulliken charge in e.
Geometry (Å):
C1 2.64836 0.32812 0.46596  -0.278
N1 1.81852 0.07525 -0.44421  -0.396
N2 0.92627 -0.95396 -0.28354  -0.233
C2 -0.31372 -0.90902 -0.09136  -0.216
C3 -1.29913 0.18409 0.00240  0.626
C4 -1.07409 1.46948 -0.14462  -0.747
F1 -2.46221 -0.36720 0.26836  -0.259
H1 2.47542 -0.14951 1.51561  0.262
H2 3.38816 1.19294 0.30251  0.265
H3 -0.79754 -1.85744 0.02998  0.381
H4 -1.89518 2.16051 -0.10602  0.322
H5 0.00700 1.67325 -0.45736  0.272

Cartesian forces (eV/Å) of the 6 atoms listed first:
C 0.0359 0.8209 2.2029
N -1.2778 -0.2363 -1.0538
N 1.8558 -0.1610 0.4020
C -0.2928 0.6781 -0.0851
C 1.8395 -0.3216 -0.0176
C 1.6725 -0.0109 -0.8272



We obtain energy above the lowest of the compared OMol25 structures with the same formula, charge and spin values of 48.0; 0.0; 74.1 kcal per mole for the records listed above, in that order.